77
Properties=species:S:1:pos:R:3:forces:R:3 method="wB97M-V/def2-TZVPD" charge=+2 energy_ha=-5006.57218 gap_ev="7.11 / 7.15" relative_energy_kj_mol=0.0 spin_multiplicity=2 e_homo_ha="-0.499 / -0.499"
Mn -0.26789 1.39303 0.08863 -0.177 0.610 0.167
S -1.33539 -0.63772 -0.40301 -0.150 0.509 0.636
C -2.58651 -0.70958 0.88415 0.038 -0.014 -0.035
C -3.64879 -1.58882 0.72366 0.017 -0.091 0.062
C -4.61039 -1.70944 1.71626 -0.016 -0.010 0.015
C -4.51032 -0.96878 2.88432 0.018 0.005 -0.002
C -3.46426 -0.07333 3.04356 0.008 0.006 -0.002
C -2.52358 0.08128 2.03230 -0.108 -0.015 -0.164
S -1.28011 1.33774 2.22292 0.222 0.048 -0.076
C -2.25552 2.85135 2.03781 -0.186 0.017 -0.086
C -2.45629 3.33498 0.62229 0.028 -0.027 0.034
C -3.31892 4.38909 0.37318 0.016 -0.058 0.031
C -3.39995 4.89791 -0.91036 -0.024 0.048 -0.015
C -2.61671 4.34488 -1.91013 -0.023 -0.007 0.002
C -1.79433 3.27569 -1.60468 -0.019 0.008 0.064
C -0.97819 2.63438 -2.69875 -0.017 0.075 -0.102
S 0.31503 1.48788 -2.14685 0.000 -0.105 0.075
C 1.86307 2.35872 -2.20249 0.053 -0.002 0.077
C 2.34132 2.89826 -3.38250 0.017 0.017 -0.016
C 3.63427 3.41051 -3.43534 -0.032 -0.005 -0.026
C 4.46151 3.35501 -2.32561 0.000 -0.012 0.023
C 3.98966 2.81340 -1.13624 0.027 0.024 -0.020
C 2.69233 2.32386 -1.07401 -0.072 0.050 -0.132
S 2.10185 1.72087 0.48201 -0.047 -0.100 0.052
N -1.73234 2.77445 -0.35720 0.310 -0.288 -0.136
H -3.72101 -2.19108 -0.17091 0.024 0.009 -0.013
H -5.43481 -2.39616 1.57990 0.011 -0.005 -0.003
H -5.24468 -1.08404 3.66957 0.002 0.003 -0.003
H -3.37775 0.51019 3.95244 -0.011 0.008 -0.010
H -1.73232 3.61893 2.61258 0.032 -0.012 -0.007
H -3.21717 2.69151 2.52547 0.021 0.018 0.027
H -3.90389 4.80823 1.18057 -0.001 0.011 -0.009
H -4.05709 5.72969 -1.12680 -0.004 -0.012 -0.012
H -2.64729 4.73285 -2.91916 0.005 0.004 0.005
H -0.54311 3.39242 -3.34924 0.012 -0.005 0.008
H -1.63651 2.02330 -3.32000 0.006 0.009 -0.019
H 1.72535 2.89707 -4.27328 0.003 -0.008 0.003
H 3.99905 3.83396 -4.36149 0.004 -0.004 0.004
H 5.47200 3.73578 -2.38035 -0.005 0.002 0.008
H 4.62303 2.77847 -0.25891 -0.012 -0.003 0.004
S 1.25754 5.54955 1.74476 0.009 0.077 0.016
C 1.12188 4.11353 1.22634 0.114 -0.068 -0.005
N 0.94835 2.97538 0.80235 -0.216 -0.229 -0.049
C 2.68567 -1.45278 -3.74173 -0.029 -0.014 -0.023
C 3.24036 -0.97137 -2.56478 -0.019 0.011 -0.037
C 2.55497 -1.11651 -1.36671 0.005 0.166 0.059
C 1.29779 -1.72520 -1.31343 0.164 -0.248 -0.129
C 0.76364 -2.21017 -2.51421 -0.043 0.057 -0.003
C 1.44517 -2.07657 -3.71409 0.015 0.038 0.011
Si 0.32295 -1.97680 0.26214 -0.026 -0.551 -0.361
C -0.50399 -3.62674 0.43262 -0.028 -0.110 -0.051
C -0.03540 -4.53417 1.38732 -0.010 0.000 0.135
C -0.56644 -5.81357 1.48257 -0.008 0.020 -0.008
C -1.57952 -6.21126 0.62500 -0.012 0.017 -0.014
C -2.06394 -5.32507 -0.32998 0.020 -0.031 0.052
C -1.52978 -4.05139 -0.42027 -0.015 0.045 -0.145
C 1.37303 -1.63882 1.74789 0.163 0.074 -0.004
C 1.01969 -1.06205 2.96771 -0.126 -0.005 0.045
C 1.90903 -1.02119 4.03051 0.051 -0.005 -0.009
C 3.17555 -1.57481 3.89830 -0.029 0.020 0.021
C 3.53844 -2.18429 2.70702 0.007 -0.004 -0.032
C 2.64757 -2.21764 1.64252 0.091 0.052 0.127
H 3.22526 -1.36232 -4.67554 0.001 0.013 0.007
H 4.21562 -0.50034 -2.57842 0.002 -0.007 0.017
H 3.02949 -0.76528 -0.45496 -0.024 -0.019 -0.027
H -0.20062 -2.70516 -2.52262 0.022 -0.027 0.029
H 1.01356 -2.46893 -4.62544 0.007 -0.004 0.001
H 0.74753 -4.25116 2.08069 0.017 0.048 -0.034
H -0.18559 -6.49675 2.22998 -0.007 -0.005 -0.007
H -1.99183 -7.20897 0.69744 -0.001 0.005 0.000
H -2.85329 -5.63038 -1.00437 0.006 -0.003 -0.001
H -1.92011 -3.38732 -1.18510 0.023 0.022 0.031
H 0.02600 -0.66633 3.12965 -0.039 -0.043 -0.046
H 1.60717 -0.57493 4.96903 0.001 0.007 -0.005
H 3.86900 -1.54751 4.72839 -0.002 -0.006 -0.003
H 4.51414 -2.64056 2.60334 -0.006 -0.006 0.009
H 2.95777 -2.71890 0.73176 -0.049 0.013 0.023

78
Properties=species:S:1:pos:R:3:forces:R:3 method="wB97M-V/def2-TZVPD" charge=-1 energy_ha=-2520.95826 gap_ev=3.24 e_homo_ha=-0.098
O -3.51813 1.18154 -7.08703 0.063 -0.018 0.069
S -3.06368 2.11556 -6.10753 -0.054 0.057 -0.019
O -3.38308 3.51162 -6.28042 0.015 -0.019 -0.038
O -1.45193 2.04299 -6.06720 -0.006 0.109 -0.101
C -3.43059 1.61947 -4.44998 -0.142 0.016 0.315
C -4.83743 1.06271 -4.22762 -0.139 0.107 0.085
C -5.14707 -0.37101 -4.75647 0.187 -0.007 0.669
N -4.97832 -1.39413 -3.74847 0.353 -0.248 -0.468
C -3.74805 -2.01534 -3.79726 -0.937 0.228 -0.761
O -3.04306 -2.02292 -2.44602 0.757 0.033 0.335
C -2.30907 -0.92069 -2.23017 -0.048 -0.026 0.160
C -1.06396 -0.72562 -2.85305 -0.061 0.040 0.113
C -0.31039 0.41002 -2.58387 -0.053 0.053 0.044
C -0.78112 1.37899 -1.69902 -0.159 -0.054 0.070
C -2.02176 1.19999 -1.08840 0.110 -0.078 -0.189
C -2.78237 0.06655 -1.35880 0.074 0.093 0.058
H -1.14262 2.91177 -6.36217 0.022 -0.047 0.067
H -2.65355 0.93004 -4.11385 -0.060 -0.088 -0.227
H -3.30272 2.55047 -3.89002 0.113 -0.072 -0.038
H -4.92403 0.96609 -3.14023 -0.092 0.083 -0.068
H -5.58300 1.80904 -4.53657 0.118 -0.051 -0.165
H -4.54348 -0.57589 -5.65225 -0.091 0.169 -0.101
H -6.19875 -0.35004 -5.07139 0.063 -0.038 -0.109
H -3.02405 -1.53364 -4.48930 0.017 -0.124 -0.046
H -3.74231 -3.09769 -4.03402 0.008 -0.016 0.447
H -0.70228 -1.47864 -3.54409 -0.026 0.000 0.032
H 0.66054 0.54098 -3.05085 -0.067 -0.042 -0.011
H -0.18822 2.26158 -1.48861 -0.014 -0.030 -0.007
H -2.40381 1.94723 -0.40039 0.028 -0.005 -0.029
H -3.74956 -0.08939 -0.89440 0.028 -0.004 -0.079
C -0.05525 2.57668 8.25113 0.000 -0.005 -0.016
C 1.03479 2.93073 7.46274 -0.015 -0.009 -0.007
C 1.09357 2.53117 6.13887 0.037 0.054 0.068
C 0.06542 1.76902 5.59768 -0.044 -0.021 0.003
C -1.02068 1.40218 6.39185 0.024 -0.015 -0.038
C -1.07990 1.81436 7.71773 0.035 0.040 0.074
C -2.12481 0.55692 5.84630 -0.045 -0.014 0.005
O -3.06991 0.24929 6.54294 0.004 -0.006 0.009
C -2.01778 0.10679 4.43291 0.035 0.037 0.016
C -3.00877 -0.71499 3.91044 -0.033 -0.034 -0.063
C -2.93311 -1.14032 2.59392 0.010 -0.009 0.009
C -1.87175 -0.74118 1.79001 0.009 -0.043 0.054
C -0.88256 0.08145 2.30392 0.006 -0.059 -0.089
C -0.94545 0.50222 3.62582 0.004 0.005 0.042
C 0.14407 1.36279 4.16181 0.028 0.005 -0.043
O 1.06982 1.72504 3.46779 0.010 -0.007 0.005
H -0.10236 2.89541 9.28438 0.004 0.001 0.004
H 1.83863 3.52069 7.88360 -0.002 0.008 0.003
H 1.93110 2.80248 5.51109 -0.023 -0.020 -0.050
H -1.93249 1.52828 8.31807 -0.022 -0.035 -0.038
H -3.83203 -1.01477 4.54409 0.011 0.035 0.042
H -3.70319 -1.78259 2.18679 -0.006 0.011 -0.017
H -1.82043 -1.06109 0.75839 -0.049 0.021 -0.008
H -0.05762 0.39837 1.67968 0.028 0.035 0.046
C 1.10926 -2.43090 0.56921 -0.038 0.008 -0.022
C 1.81916 -3.02336 1.60692 0.020 0.020 -0.016
C 3.19804 -2.90906 1.65914 -0.073 -0.008 0.045
C 3.87287 -2.20379 0.67012 0.032 0.025 -0.039
C 3.15769 -1.61779 -0.37890 0.051 -0.012 0.019
C 1.77318 -1.72915 -0.42313 -0.046 0.000 -0.004
C 3.85659 -0.87812 -1.46660 -0.041 0.014 -0.010
O 3.24656 -0.35800 -2.37493 0.009 -0.002 -0.014
C 5.34746 -0.80053 -1.40632 -0.008 -0.024 0.040
C 6.02877 -0.15496 -2.43085 0.079 0.040 -0.040
C 7.40911 -0.06152 -2.39129 -0.006 -0.008 0.017
C 8.11594 -0.60776 -1.32489 -0.018 0.001 -0.002
C 7.44214 -1.25421 -0.30339 0.080 0.026 -0.037
C 6.05672 -1.35789 -0.34259 -0.039 -0.001 -0.017
C 5.35326 -2.07897 0.75888 -0.002 -0.018 0.050
O 5.97478 -2.54726 1.69048 0.009 -0.012 -0.008
H 0.03162 -2.51430 0.53169 -0.004 -0.033 -0.021
H 1.29299 -3.57169 2.37755 -0.007 0.002 0.002
H 3.76381 -3.35913 2.46311 0.048 0.023 -0.013
H 1.22389 -1.26352 -1.23166 0.028 -0.010 0.007
H 5.46452 0.26776 -3.25068 -0.053 -0.009 0.023
H 7.93814 0.43882 -3.19196 0.004 0.005 0.001
H 9.19495 -0.52924 -1.29358 0.004 0.000 -0.004
H 7.97711 -1.68601 0.53116 -0.045 -0.024 0.024

73
Properties=species:S:1:pos:R:3:forces:R:3 method="wB97M-V/def2-TZVPD" charge=-1 energy_ha=-2798.41364 gap_ev=6.19 relative_energy_kj_mol=101.8 e_homo_ha=-0.136
Pt 0.45344 -0.01672 -0.13998 -0.067 -0.240 -0.020
C 5.15769 3.89624 1.08488 -0.017 -0.023 -0.007
C 4.21877 3.17928 1.80921 0.038 0.005 0.003
C 3.25087 2.43154 1.14835 0.050 -0.033 0.001
C 3.20822 2.41697 -0.24187 -0.015 -0.030 0.037
C 4.16732 3.12753 -0.96751 0.013 0.019 0.018
C 5.13684 3.86394 -0.30644 -0.019 -0.014 -0.012
P 1.85106 1.50458 -1.04349 0.150 0.122 -0.022
C 2.67799 0.79984 -2.51382 0.027 -0.029 -0.010
C 3.84934 0.06046 -2.34434 0.015 0.040 0.000
C 4.44324 -0.58046 -3.42051 -0.013 0.017 0.009
C 3.87108 -0.49361 -4.68334 -0.003 -0.003 -0.002
C 2.70301 0.23328 -4.85907 -0.008 0.005 0.010
C 2.10727 0.87468 -3.78043 0.001 0.002 -0.016
C 0.72807 2.76617 -1.69996 -0.146 -0.084 0.018
C 1.08907 3.94174 -2.29848 -0.012 0.036 -0.036
C 0.09266 4.82304 -2.76918 0.050 0.009 -0.005
C -1.22886 4.51154 -2.61330 -0.031 -0.013 0.030
C -1.63459 3.31423 -1.97252 0.035 0.025 0.021
C -2.99623 3.00782 -1.74100 0.005 -0.028 0.020
C -3.31602 1.86598 -1.06334 -0.021 0.022 -0.020
C -2.32034 0.97069 -0.61370 -0.033 0.068 -0.021
C -0.98257 1.19741 -0.83500 -0.120 0.083 0.076
C -0.63848 2.41547 -1.51490 0.078 0.020 -0.002
H 5.91298 4.47750 1.60009 -0.005 0.001 -0.003
H 4.21732 3.19452 2.89139 -0.005 0.010 -0.006
H 2.53866 1.84602 1.72015 0.030 0.015 -0.075
H 4.16290 3.09644 -2.05088 0.006 -0.018 -0.012
H 5.87694 4.41328 -0.87573 0.001 0.003 0.003
H 4.30150 -0.00706 -1.36085 -0.008 0.020 -0.005
H 5.35368 -1.14857 -3.27354 -0.001 0.002 0.001
H 4.33327 -0.99334 -5.52562 -0.003 -0.001 0.004
H 2.24881 0.29954 -5.84010 -0.004 0.004 0.007
H 1.18943 1.43247 -3.92215 0.006 -0.005 -0.001
H 2.13421 4.20553 -2.40884 -0.026 0.007 0.001
H 0.38044 5.75153 -3.24723 0.003 -0.002 0.007
H -1.99497 5.19566 -2.96277 0.001 -0.006 -0.002
H -3.76182 3.69620 -2.08068 0.001 -0.009 -0.003
H -4.35560 1.63787 -0.85476 0.000 0.002 -0.001
H -2.62964 0.09909 -0.05356 0.016 0.061 0.011
C -0.04714 4.36455 1.66474 0.051 -0.043 -0.033
O -0.02387 2.94563 1.75356 0.003 0.032 -0.086
C 0.50593 2.34997 2.84412 -0.069 -0.069 0.072
S 1.15016 3.26023 4.09692 -0.056 -0.006 -0.022
S 0.47504 0.65356 2.74981 0.041 -0.054 0.019
H -0.49539 4.57621 0.69472 -0.021 0.009 -0.017
H 0.96284 4.77189 1.71893 0.023 0.015 0.000
H -0.63740 4.79709 2.47228 -0.015 -0.002 0.009
C -2.78572 -6.52631 -0.28575 -0.002 0.010 -0.001
C -1.45841 -6.15173 -0.11748 0.007 0.016 -0.001
C -1.08929 -4.81653 -0.15890 -0.015 0.001 -0.011
C -2.04185 -3.81263 -0.36306 -0.009 0.018 0.039
C -3.37058 -4.20776 -0.54200 0.004 -0.019 -0.001
C -3.74115 -5.54355 -0.50269 0.013 0.016 0.002
C -1.71435 -2.37439 -0.40803 0.062 -0.173 0.026
C -0.57696 -1.79520 -0.04135 -0.113 0.319 -0.141
C 0.65594 -2.24513 0.57512 0.131 -0.133 0.110
C 1.86234 -2.04836 -0.13728 0.077 -0.006 0.123
C 3.10030 -2.16127 0.53596 -0.049 -0.016 -0.171
C 3.14748 -2.46611 1.86721 -0.122 -0.039 0.130
C 1.94734 -2.68894 2.57397 0.123 0.020 0.021
C 0.73594 -2.57383 1.95540 -0.041 0.068 -0.095
H -3.06902 -7.57096 -0.25319 -0.001 0.003 -0.002
H -0.69974 -6.90865 0.04254 -0.002 0.003 0.001
H -0.04818 -4.54793 -0.03995 -0.009 -0.004 0.003
H -4.12268 -3.44493 -0.71043 0.005 -0.003 0.002
H -4.78047 -5.81675 -0.64113 0.002 -0.002 0.001
H -2.50930 -1.74279 -0.79449 0.013 -0.060 -0.023
H 1.84239 -1.96904 -1.21794 -0.003 0.048 0.019
H 4.01462 -2.01531 -0.02753 -0.007 -0.014 0.021
H 4.09571 -2.53504 2.38408 0.009 0.005 -0.007
H 1.98758 -2.92131 3.63058 -0.007 0.004 0.003
H -0.18771 -2.68962 2.50726 0.003 -0.005 0.014